2 unconnected molecules or ions with the total composition C29H31N3O3 in a non-equilibrium geometry. Source: the OMol25 dataset; level of theory: ωB97M-V with the def2-TZVPD basis set.

Structure (XYZ):
```
66
Properties=species:S:1:pos:R:3:forces:R:3
C 5.5862 -0.3390 1.4659 0.416 -0.356 0.056
C 4.4109 0.5801 1.2338 -0.653 -0.212 0.181
N 3.5513 0.7043 2.4125 -0.521 0.086 0.732
C 3.8116 1.8011 3.3592 -0.049 -0.743 -0.306
C 2.9707 3.0246 3.0765 -0.178 0.407 -0.020
C 2.6575 -0.3496 2.7234 0.839 0.022 -0.612
C 1.5800 -0.1055 3.5946 -0.172 0.650 0.502
N 0.6317 -1.0531 3.9605 0.318 0.180 -0.037
C 0.8323 -2.3924 3.7337 0.211 0.092 0.003
C -0.0850 -3.3274 4.1149 -0.777 0.279 0.269
C -1.2578 -2.9192 4.7225 -0.282 -0.552 0.123
C -1.4783 -1.5730 4.9489 0.141 -0.206 -0.013
C -0.5349 -0.6561 4.5819 0.333 -0.314 -0.309
O 2.8302 -1.4500 2.1774 0.196 -0.223 -0.672
H 6.1941 -0.4538 0.5665 -0.007 0.052 -0.065
H 6.2374 0.0459 2.2516 0.032 0.087 0.057
H 5.2431 -1.3281 1.7762 -0.044 0.159 -0.092
H 4.7445 1.5798 0.9354 -0.076 -0.024 0.166
H 3.7830 0.2099 0.4158 0.163 -0.052 0.055
H 3.6458 1.4267 4.3749 -0.072 0.074 -0.088
H 4.8773 2.0454 3.3045 -0.043 0.013 -0.052
H 3.1542 3.8256 3.7951 0.082 -0.014 0.045
H 3.1811 3.4197 2.0819 0.013 -0.027 -0.040
H 1.9069 2.7891 3.1134 0.003 -0.025 -0.029
H 1.4166 0.8936 3.9451 -0.412 0.063 0.177
H 1.7476 -2.6859 3.2538 0.111 0.415 -0.060
H 0.0975 -4.3720 3.9252 0.156 -0.066 -0.045
H -1.9935 -3.6466 5.0248 -0.127 -0.072 0.013
H -2.3972 -1.2503 5.4090 -0.035 0.192 0.066
H -0.7024 0.3949 4.7466 0.355 0.132 -0.172
C 4.5571 2.3815 -5.0225 -0.877 -0.674 0.128
N 3.4380 1.4453 -5.1655 0.346 -0.292 0.048
C 3.0108 1.1603 -6.5417 0.041 0.162 1.142
C 2.6061 1.1079 -4.0502 -0.183 0.059 -0.283
C 1.4678 1.8716 -3.7550 0.860 -0.242 -0.404
C 0.6157 1.4939 -2.7557 -0.450 -0.281 0.713
C 0.8392 0.3387 -1.9942 0.422 0.240 -0.490
C -0.1083 -0.0842 -0.9748 -0.919 0.081 -0.193
C -1.4612 0.0409 -1.0416 1.247 0.128 -0.119
C -2.3872 -0.3528 0.0304 0.466 -0.450 1.032
O -2.0858 -0.7141 1.1485 -0.062 0.022 -0.004
C -3.7535 -0.2387 -0.5058 -0.605 0.177 -0.553
C -3.6857 0.2076 -1.8206 -0.600 -0.311 0.497
C -4.8283 0.3619 -2.5801 0.253 0.082 -0.247
C -6.0484 0.0687 -2.0065 -0.035 0.059 -0.101
C -6.1228 -0.3588 -0.6882 -0.035 -0.062 0.160
C -4.9792 -0.5165 0.0721 0.267 -0.018 0.265
C -2.2841 0.4299 -2.1982 0.382 0.424 -0.885
O -1.9244 0.8435 -3.2802 -0.369 -0.167 -0.112
C 2.0043 -0.3989 -2.2592 -0.717 0.075 0.565
C 2.8613 -0.0288 -3.2631 0.261 0.636 -0.791
H 4.7116 2.6199 -3.9735 -0.006 -0.037 0.071
H 5.4716 1.9460 -5.4160 0.246 -0.034 -0.108
H 4.3514 3.3055 -5.5557 0.023 0.357 -0.166
H 2.1070 0.5559 -6.5369 -0.028 -0.034 0.074
H 2.8024 2.0809 -7.0795 -0.084 0.276 -0.259
H 3.7832 0.6125 -7.0754 0.180 -0.092 -0.146
H 1.2648 2.7496 -4.3432 -0.049 0.201 -0.127
H -0.2710 2.0695 -2.5552 0.118 0.194 0.031
H 0.2905 -0.5655 -0.0950 0.107 -0.151 0.300
H -4.7418 0.6954 -3.5994 -0.042 0.083 -0.233
H -6.9490 0.1747 -2.5883 -0.161 0.020 -0.061
H -7.0847 -0.5742 -0.2532 -0.158 -0.040 0.068
H -5.0184 -0.8436 1.0965 -0.080 -0.115 0.212
H 2.1886 -1.2972 -1.6947 0.138 -0.176 0.196
H 3.7311 -0.6224 -3.4859 0.182 -0.117 -0.053
```
Forces are in eV/Å.

Calculated values
- Total charge: 0
- Molar mass: 469.58 u
- HOMO level: -6.767 eV
- DFT total energy: -41186.7213 eV